This record from the Open Molecules 2025 dataset describes a 2-piece molecular cluster, C7H14 overall. The level of theory is wB97M-V/def2-TZVPD.

```
21
Properties=species:S:1:pos:R:3:nbo_charge:R:1
C -2.45 -0.12 0.81 -0.66
C -1.83 0.08 -0.54 -0.19
C -0.88 0.96 -0.86 -0.18
C -0.22 1.94 0.07 -0.66
H -1.85 0.32 1.61 0.21
H -3.45 0.34 0.86 0.22
H -2.58 -1.19 1.03 0.21
H -2.20 -0.57 -1.33 0.20
H -0.53 0.97 -1.89 0.20
H 0.82 2.11 -0.22 0.21
H -0.23 1.60 1.11 0.21
H -0.72 2.92 0.03 0.22
C 0.82 -1.87 -0.62 -0.39
C 1.92 -1.12 -0.61 -0.18
C 2.44 -0.39 0.60 -0.65
H 0.48 -2.38 -1.52 0.20
H 0.21 -1.97 0.27 0.19
H 2.50 -1.03 -1.53 0.19
H 1.64 -0.24 1.33 0.21
H 3.24 -0.96 1.09 0.22
H 2.85 0.59 0.33 0.21
```

Results
Highest occupied orbital energy   -8.743 eV
SMILES string   C/C=C\C.C=CC
Gap between HOMO and LUMO   0.3637 Ha
Relative energy (zero: lowest compared OMol25 entry of this formula, charge and spin)   1.652 eV

This record from the Open Molecules 2025 dataset describes a 2-piece molecular cluster, C7H14 overall. The level of theory is wB97M-V/def2-TZVPD.

```
21
Properties=species:S:1:pos:R:3:nbo_charge:R:1
C 0.25 2.07 1.51 -0.65
C 0.72 1.77 0.12 -0.20
C 1.38 0.69 -0.29 -0.17
C 1.79 -0.49 0.54 -0.66
H 0.26 1.18 2.15 0.21
H 0.90 2.82 1.99 0.22
H -0.76 2.48 1.51 0.21
H 0.48 2.53 -0.63 0.20
H 1.64 0.62 -1.35 0.20
H 1.66 -1.42 -0.02 0.22
H 1.21 -0.57 1.47 0.21
H 2.85 -0.42 0.82 0.22
C -1.45 -0.14 -1.68 -0.39
C -1.29 -1.43 -1.40 -0.18
C -1.35 -1.99 0.00 -0.65
H -1.42 0.24 -2.70 0.20
H -1.59 0.60 -0.89 0.19
H -1.13 -2.14 -2.21 0.19
H -1.13 -1.21 0.74 0.21
H -2.35 -2.38 0.22 0.22
H -0.65 -2.81 0.14 0.21
```

Results
Highest occupied orbital energy   -8.849 eV
SMILES string   C/C=C\C.C=CC
Gap between HOMO and LUMO   0.3671 Ha
Relative energy (zero: lowest compared OMol25 entry of this formula, charge and spin)   1.626 eV

This record from the Open Molecules 2025 dataset describes a 2-piece molecular cluster, C7H14 overall. The level of theory is wB97M-V/def2-TZVPD.

```
21
Properties=species:S:1:pos:R:3:nbo_charge:R:1
C 1.01 0.17 1.39 -0.42
C 1.33 -0.82 0.55 0.03
C 1.17 -0.69 -0.94 -0.65
C 1.87 -2.13 1.04 -0.64
H 1.13 0.07 2.46 0.19
H 0.62 1.12 1.02 0.20
H 2.15 -0.78 -1.44 0.22
H 0.53 -1.49 -1.33 0.21
H 0.73 0.28 -1.21 0.22
H 1.24 -2.96 0.70 0.21
H 2.88 -2.31 0.64 0.21
H 1.93 -2.17 2.13 0.22
C -1.38 2.52 -1.03 -0.42
C -1.86 1.66 -0.14 -0.16
C -2.18 0.22 -0.42 -0.66
H -1.17 3.56 -0.77 0.20
H -1.19 2.23 -2.06 0.19
H -2.04 2.00 0.88 0.19
H -1.60 -0.44 0.24 0.23
H -1.94 -0.05 -1.46 0.21
H -3.24 0.01 -0.24 0.22
```

Results
Highest occupied orbital energy   -9.255 eV
SMILES string   C=C(C)C.C=CC
Gap between HOMO and LUMO   0.3795 Ha
Relative energy (zero: lowest compared OMol25 entry of this formula, charge and spin)   1.421 eV

Copy entry 3 word for word.
This record from the Open Molecules 2025 dataset describes a 2-piece molecular cluster, C7H14 overall. The level of theory is wB97M-V/def2-TZVPD.

```
21
Properties=species:S:1:pos:R:3:nbo_charge:R:1
C 1.01 0.17 1.39 -0.42
C 1.33 -0.82 0.55 0.03
C 1.17 -0.69 -0.94 -0.65
C 1.87 -2.13 1.04 -0.64
H 1.13 0.07 2.46 0.19
H 0.62 1.12 1.02 0.20
H 2.15 -0.78 -1.44 0.22
H 0.53 -1.49 -1.33 0.21
H 0.73 0.28 -1.21 0.22
H 1.24 -2.96 0.70 0.21
H 2.88 -2.31 0.64 0.21
H 1.93 -2.17 2.13 0.22
C -1.38 2.52 -1.03 -0.42
C -1.86 1.66 -0.14 -0.16
C -2.18 0.22 -0.42 -0.66
H -1.17 3.56 -0.77 0.20
H -1.19 2.23 -2.06 0.19
H -2.04 2.00 0.88 0.19
H -1.60 -0.44 0.24 0.23
H -1.94 -0.05 -1.46 0.21
H -3.24 0.01 -0.24 0.22
```

Results
Highest occupied orbital energy   -9.255 eV
SMILES string   C=C(C)C.C=CC
Gap between HOMO and LUMO   0.3795 Ha
Relative energy (zero: lowest compared OMol25 entry of this formula, charge and spin)   1.421 eV

What did the second record say?
This record from the Open Molecules 2025 dataset describes a 2-piece molecular cluster, C7H14 overall. The level of theory is wB97M-V/def2-TZVPD.

```
21
Properties=species:S:1:pos:R:3:nbo_charge:R:1
C 0.25 2.07 1.51 -0.65
C 0.72 1.77 0.12 -0.20
C 1.38 0.69 -0.29 -0.17
C 1.79 -0.49 0.54 -0.66
H 0.26 1.18 2.15 0.21
H 0.90 2.82 1.99 0.22
H -0.76 2.48 1.51 0.21
H 0.48 2.53 -0.63 0.20
H 1.64 0.62 -1.35 0.20
H 1.66 -1.42 -0.02 0.22
H 1.21 -0.57 1.47 0.21
H 2.85 -0.42 0.82 0.22
C -1.45 -0.14 -1.68 -0.39
C -1.29 -1.43 -1.40 -0.18
C -1.35 -1.99 0.00 -0.65
H -1.42 0.24 -2.70 0.20
H -1.59 0.60 -0.89 0.19
H -1.13 -2.14 -2.21 0.19
H -1.13 -1.21 0.74 0.21
H -2.35 -2.38 0.22 0.22
H -0.65 -2.81 0.14 0.21
```

Results
Highest occupied orbital energy   -8.849 eV
SMILES string   C/C=C\C.C=CC
Gap between HOMO and LUMO   0.3671 Ha
Relative energy (zero: lowest compared OMol25 entry of this formula, charge and spin)   1.626 eV

Q: What is the relative energy (zero: lowest compared OMol25 entry of this formula, charge and spin) in the third record?
A: 1.421 eV

Q: Which value of highest occupied orbital energy does entry 1 give?
A: -8.743 eV